Record 1
ORCA calculation (ωB97M-V/def2-TZVPD) on a 2-piece molecular cluster, C3H10N3Si overall.

Spin multiplicity = 1
Energy above the lowest of the compared OMol25 structures with the same formula, charge and spin = 284.74 kJ/mol
Total charge = +1
M = 116.2 g/mol

Geometry (Å):
Si1 -0.30515 0.80406 0.00174
N1 -0.50536 -1.71557 -0.95645
N2 0.74948 -0.49747 -0.13814
N3 -0.24544 -2.79437 -0.71343
C1 -0.38887 2.10959 1.36653
C2 1.88210 -1.17252 0.33118
C3 -1.58928 0.97559 -1.41319
H1 1.99481 -0.85498 1.37062
H2 1.72320 -2.22539 0.34343
H3 -0.65789 3.12758 1.30857
H4 -2.64691 1.17352 -1.07940
H5 2.71496 -1.10104 -0.29943
H6 0.58364 2.27303 1.78565
H7 -1.50677 -0.00086 -1.73580
H8 0.43928 -3.40936 -0.22042
H9 -1.25670 1.70263 -2.08400
H10 -0.98511 1.60557 2.13256

Cartesian forces, eV/Å:
Si 0.07 0.79 -0.50
N 0.89 0.07 0.56
N -2.81 1.68 -1.08
N -0.47 -1.42 -0.37
C 1.06 -1.90 0.10
C -1.07 0.97 1.75
C -0.55 0.04 3.57
H 0.94 -0.38 -0.08
H -0.52 -1.44 0.33
H -1.25 0.95 -1.11
H 1.22 -0.05 -0.15
H 1.43 0.81 -0.73
H 0.93 -0.61 0.53
H -0.33 -1.67 -1.70
H 0.02 0.92 -0.09
H 0.52 1.08 -1.22
H -0.08 0.15 0.19

Atom charges from the natural (NBO) analysis, given in e for atoms 1 to 6:
1. Si 1.918
2. N 0.196
3. N -0.937
4. N -0.199
5. C -1.168
6. C -0.414



Record 2
ORCA calculation (ωB97M-V/def2-TZVPD) on C7H9N3 in the gas phase.

Spin multiplicity = 1
Energy above the lowest of the compared OMol25 structures with the same formula, charge and spin = 354.80 kJ/mol
Total charge = 0
M = 135.2 g/mol
SMILES string = C=CCNc1ncccn1

Geometry (Å):
N1 -0.61970 -0.52739 -0.29971
N2 1.58077 -1.34356 -0.23043
N3 1.17160 0.95964 0.03435
C1 3.34655 0.14660 0.20973
C2 -3.35228 -0.45820 0.76903
C3 -2.91800 0.18626 -0.27383
C4 -1.59470 0.65786 -0.45670
C5 2.45331 1.20976 0.17589
C6 0.78372 -0.30645 -0.15716
C7 2.79079 -1.13723 -0.00366
H1 3.43106 -1.93419 -0.06887
H2 -3.76651 0.29859 -1.23230
H3 2.91604 2.21031 0.41347
H4 -1.48663 0.99685 -1.39456
H5 -2.67836 -0.44749 1.56957
H6 4.41580 0.36914 0.33775
H7 -1.19521 1.35249 0.29400
H8 -4.51501 -0.94333 0.95352
H9 -0.76325 -1.28965 -0.64009

Cartesian forces, eV/Å:
N 4.23 12.26 5.20
N -3.97 -1.87 -0.53
N -1.20 0.70 -0.16
C 0.23 0.20 -0.17
C -4.29 -1.37 1.02
C -5.79 -0.43 -3.59
C 3.77 -2.23 2.81
C 1.88 -0.69 1.04
C -2.98 2.06 -0.26
C 3.96 3.23 0.48
H 1.58 -2.10 0.01
H 2.81 -0.21 2.66
H -1.32 -0.70 -0.60
H 0.63 1.79 -3.23
H 0.67 -0.67 1.52
H -0.57 -0.57 -0.02
H -0.53 0.17 -0.38
H 3.75 1.62 -0.76
H -2.87 -11.17 -5.07

Atom charges from the natural (NBO) analysis, given in e for atoms 1 to 6:
1. N -0.553
2. N -0.483
3. N -0.523
4. C -0.355
5. C -0.362
6. C -0.203